Below is the molecule C17H21N3O6S, with properties calculated with wB97M-V/def2-TZVPD.

Geometry as XYZ:
```
48
C17H21N3O6S | the Open Molecules 2025 dataset | wB97M-V/def2-TZVPD
H 1.89 -0.75 2.84
C 0.39 -0.20 1.43
C -1.16 1.55 0.60
C 6.18 2.24 -0.42
H -3.50 2.82 -0.41
H 6.51 -1.97 -0.18
O -5.70 -2.68 0.06
C -3.45 0.72 0.05
C -6.11 0.71 -0.82
C 8.06 0.56 -0.49
H 4.42 -0.95 1.46
O 3.39 -1.43 -1.24
C 6.60 0.84 -0.86
H 5.14 2.41 -0.68
O -7.40 -1.65 -0.75
C -5.50 -0.45 -0.37
C -5.37 1.88 -0.83
O -0.41 -1.12 1.48
H -1.84 -0.31 0.79
C 3.89 -1.81 1.05
H -5.82 2.80 -1.17
C 5.73 -1.38 -0.68
H 1.79 -2.39 0.99
H 6.47 0.74 -1.95
H 8.70 1.31 -0.95
N -2.14 0.63 0.50
C -4.19 -0.46 0.06
O 5.71 -0.06 -0.21
C 2.31 -1.05 -0.57
H -3.75 -1.39 0.40
N 0.05 1.07 1.09
N -6.25 -1.68 -0.35
H -7.14 0.68 -1.15
C 4.37 -2.03 -0.40
H 0.78 1.77 1.05
H 4.42 -3.10 -0.66
C 2.41 -1.49 0.89
H 8.36 -0.42 -0.85
O 1.39 -0.45 -1.06
H 5.91 -1.41 -1.77
C -4.06 1.90 -0.40
H 6.79 2.98 -0.92
C 1.84 -0.41 1.80
H 8.18 0.59 0.59
H 4.08 -2.68 1.67
H 6.30 2.34 0.66
S -1.21 3.15 0.25
H 2.42 0.51 1.70
```

Output
Net charge   0
Gap between HOMO and LUMO   8.3 eV
Relative energy (zero: lowest compared OMol25 entry of this formula, charge and spin)   88.8 kcal per mole
Total energy   -1674.26345 Eh

Atomic partial charges in e from the natural (NBO) method, atoms 1 to 8:
1 H 0.246
2 C 0.724
3 C 0.289
4 C -0.617
5 H 0.257
6 H 0.176
7 O -0.378
8 C 0.154

Below is a cluster of 2 separate species, C17H21N5O6 in total, with properties calculated with wB97M-V/def2-TZVPD.

Geometry as XYZ:
```
49
C17H21N5O6 | the Open Molecules 2025 dataset | wB97M-V/def2-TZVPD
H -6.42 3.58 -1.05
N 5.65 -2.06 3.52
C 3.48 0.58 1.14
H 4.06 -0.12 4.39
H -6.02 1.36 0.55
C -2.46 1.86 -2.53
C -5.73 2.41 0.59
H -0.55 1.02 -3.10
H 2.93 1.29 0.52
C -1.32 0.83 -2.35
H 7.18 -3.99 1.26
O -4.81 3.44 -2.73
C 5.02 -1.33 1.31
H -6.49 2.95 1.17
O 5.04 -2.41 -1.42
H -2.02 2.86 -2.59
C -4.77 -0.27 -1.82
C 3.40 0.67 2.52
H -0.32 -1.13 -0.96
H -4.77 2.52 1.09
C 5.83 -2.36 0.73
H -3.55 0.07 -0.26
H 4.34 -0.37 -0.54
O -5.30 0.09 -2.85
H -4.13 -2.24 -1.30
H -5.43 -1.59 -0.27
H -2.94 1.66 -3.49
C 6.54 -3.19 1.63
C 6.43 -3.01 3.00
C -0.67 0.86 -0.97
H 6.98 -3.66 3.68
N -5.67 2.98 -0.76
N -0.26 -0.28 -0.44
H -1.72 -0.17 -2.53
C 4.94 -1.22 2.73
H 2.79 1.43 2.99
C -5.05 -1.66 -1.28
O 5.63 -1.99 4.76
H 0.19 -0.21 0.45
H -5.79 -2.13 -1.92
H -3.04 2.25 -0.53
N -3.94 0.48 -1.09
C 4.13 -0.22 3.31
O -0.51 1.88 -0.33
N 5.98 -2.63 -0.66
C -3.52 1.86 -1.42
C 4.29 -0.39 0.55
O 7.05 -3.12 -1.04
C -4.71 2.82 -1.68
```

Output
Net charge   0
Gap between HOMO and LUMO   7.2 eV
Relative energy (zero: lowest compared OMol25 entry of this formula, charge and spin)   0.0 kcal per mole
Total energy   -1385.51579 Eh

Atomic partial charges in e from the natural (NBO) method, atoms 1 to 8:
1 H 0.410
2 N 0.139
3 C -0.190
4 H 0.252
5 H 0.192
6 C -0.393
7 C -0.412
8 H 0.245

Below is the molecule C17H21NOS, with properties calculated with wB97M-V/def2-TZVPD.

Geometry as XYZ:
```
41
C17H21NOS | the Open Molecules 2025 dataset | wB97M-V/def2-TZVPD
C -3.33 -1.18 0.79
H 4.29 -0.36 -2.46
H 2.57 1.90 -1.01
C 1.54 -2.48 -2.75
C -2.03 1.41 -1.27
C 2.17 0.85 0.88
H -1.89 2.50 -1.26
O -3.15 -0.50 -0.40
H 3.91 0.98 -0.28
H -0.35 -2.14 -2.26
N -0.75 0.76 -1.44
H 2.42 -0.10 1.32
C 0.04 0.13 -0.38
C 2.83 0.96 -0.49
C 2.41 -0.13 -1.44
C 1.04 -0.69 -1.23
H -2.63 1.03 0.88
H 2.55 1.68 1.35
C -0.73 -0.21 3.99
H 3.65 -2.61 -3.47
S -1.01 1.42 4.42
H -2.60 1.25 -2.16
H -2.38 -1.20 1.34
H 1.16 -3.26 -3.41
C 0.69 -1.88 -1.92
C 0.02 0.86 2.09
H -3.53 -2.20 0.51
H -0.75 0.15 -2.27
C 0.62 1.02 0.77
C -0.30 1.90 2.93
H -0.23 2.96 2.63
H -3.88 1.37 -0.22
C -0.28 -0.41 2.77
C 2.92 -2.05 -2.92
H 0.59 2.07 0.41
H -4.19 -0.83 1.37
H -0.08 -1.42 2.29
H -1.09 -1.06 4.56
C 3.30 -0.82 -2.27
C -2.95 0.90 -0.09
H -0.61 -0.58 0.14
```

Output
Net charge   0
Gap between HOMO and LUMO   9.1 eV
Total energy   -1188.47151 Eh

Atomic partial charges in e from the natural (NBO) method, atoms 1 to 8:
1 C -0.250
2 H 0.211
3 H 0.214
4 C -0.207
5 C -0.223
6 C -0.360
7 H 0.179
8 O -0.546

Below is the molecule C17H21O2P, with properties calculated with wB97M-V/def2-TZVPD.

Geometry as XYZ:
```
41
C17H21O2P | the Open Molecules 2025 dataset | wB97M-V/def2-TZVPD
C 3.45 -0.88 -1.38
C 0.24 2.25 0.46
H -0.47 -0.18 -1.44
H -5.65 1.39 -1.45
H 4.96 -2.06 -0.42
C 2.09 -0.63 -1.48
H 0.57 3.97 -0.75
C -0.03 0.18 1.87
C 2.99 1.98 0.48
H 3.34 -3.35 0.93
H 4.15 -0.32 -1.97
H -3.05 0.38 1.43
H -0.83 2.37 0.47
C -3.64 -0.84 -0.25
H 0.59 -0.52 2.43
H 4.07 1.87 0.49
C 1.03 3.16 -0.22
H 0.93 -2.89 0.72
O -4.80 0.97 -1.29
H -0.80 -1.93 -1.31
O -1.41 -2.16 1.48
H 1.74 0.15 -2.15
H -0.71 0.67 2.58
C 2.20 1.06 1.15
H 2.67 0.24 1.68
C 1.64 -2.33 0.14
C 3.90 -1.86 -0.51
H -3.78 -1.75 0.34
H 3.02 3.73 -0.75
C 1.17 -1.35 -0.73
H -5.39 0.16 0.52
C 2.99 -2.58 0.25
C -2.64 0.07 0.46
H -5.69 -0.86 -0.90
P -1.11 -0.89 0.81
C -4.98 -0.16 -0.45
C -0.29 -1.07 -0.84
H -2.45 0.95 -0.14
H -3.24 -1.12 -1.23
C 2.41 3.02 -0.21
C 0.82 1.18 1.15
```

Output
Net charge   0
Gap between HOMO and LUMO   9.5 eV
Relative energy (zero: lowest compared OMol25 entry of this formula, charge and spin)   13.9 kcal per mole
Total energy   -1152.27530 Eh

Atomic partial charges in e from the natural (NBO) method, atoms 1 to 8:
1 C -0.205
2 C -0.175
3 H 0.246
4 H 0.472
5 H 0.213
6 C -0.200
7 H 0.213
8 C -0.791

Below is a structure of composition C17H22AuBN12, with properties calculated with wB97M-V/def2-TZVPD.

Geometry as XYZ:
```
53
C17H22AuBN12 | the Open Molecules 2025 dataset | wB97M-V/def2-TZVPD
N -1.68 0.42 -1.73
H 0.70 4.92 -3.26
C -2.89 -0.11 -1.94
Au -0.13 -0.15 -0.32
C 2.36 1.18 -3.45
H 2.51 1.94 -4.21
C 3.24 0.19 -3.03
C -2.38 1.24 -3.61
H 0.06 4.82 1.24
H 2.85 -1.38 -1.49
B -0.01 2.04 -2.68
N -0.55 -3.72 1.51
C -1.16 -5.64 0.05
H 4.23 -0.02 -3.41
H -1.57 -7.35 2.41
N 0.02 2.71 -1.28
H -3.35 -0.78 -1.24
N 0.08 3.01 -3.89
N 1.21 1.08 -2.77
H -1.32 -5.71 -1.03
N 1.31 -0.01 -1.99
H -2.62 -7.07 0.33
C -0.06 3.98 -0.80
N -1.33 1.21 -2.76
C -0.78 -3.22 -0.59
C -3.58 -5.19 0.59
C -2.39 -6.12 0.81
C 2.54 -0.52 -2.07
N -0.15 2.38 -5.16
C 0.22 2.64 0.90
N -0.33 -2.47 1.40
C 0.42 4.25 -4.06
N -0.84 -4.20 0.28
H -4.35 0.24 -3.57
H -0.24 4.83 -1.44
H 0.33 2.19 1.88
N -0.47 -2.13 0.09
H -0.27 -6.21 0.31
C 0.01 3.29 -6.07
C 0.08 3.98 0.57
H -0.97 -3.30 -1.65
H -0.12 3.06 -7.12
H -1.53 -5.64 2.78
H -3.50 -4.28 1.20
H -3.06 -6.51 2.84
H 0.67 5.45 -5.97
C 0.40 4.53 -5.48
H -3.69 -4.90 -0.46
C -2.12 -6.42 2.29
N 0.18 1.89 -0.21
H -2.37 1.84 -4.51
H -4.49 -5.68 0.90
C -3.38 0.42 -3.13
```

Output
Net charge   +3
2S+1   4
⟨S²⟩   3.77
Gap between HOMO and LUMO (alpha / beta)   9.4 / 5.1 eV
Relative energy (zero: lowest compared OMol25 entry of this formula, charge and spin)   14.8 kcal per mole
Total energy   -1477.49148 Eh

Atomic partial charges in e from the natural (NBO) method, atoms 1 to 8:
1 N -0.274
2 H 0.267
3 C 0.015
4 Au 1.443
5 C 0.065
6 H 0.244
7 C -0.272
8 C 0.065

Below is a cluster of 3 separate species, C17H22BNO11P2 in total, with properties calculated with wB97M-V/def2-TZVPD.

Geometry as XYZ:
```
54
C17H22BNO11P2 | the Open Molecules 2025 dataset | wB97M-V/def2-TZVPD
C 0.95 -0.02 -7.47
C -1.25 -1.44 -6.37
O 0.56 -0.03 8.95
C -1.87 -1.49 -1.57
H -1.74 -2.74 -5.13
H -0.16 -0.51 0.03
O 2.34 -1.99 8.71
H 0.15 1.61 6.94
H 3.50 -2.13 6.34
H 1.90 1.17 3.84
H -1.91 -0.37 1.84
C -0.30 0.09 -0.87
O -1.60 3.74 1.06
H 0.12 -2.37 -1.33
O 3.05 -0.55 4.30
O -2.20 -2.18 -5.79
C 2.77 -1.35 6.50
C -0.45 0.22 -7.94
H -0.68 -2.61 -2.89
H -1.40 1.15 2.62
O 1.31 1.48 4.58
H 0.52 -0.14 -1.56
O 1.90 0.70 -8.06
C 1.23 -0.90 -6.50
H -3.13 0.84 0.15
H 2.23 -1.08 -6.15
H -2.14 4.33 0.52
C -0.83 -2.57 -1.80
O -1.53 -0.18 -1.54
H -3.00 0.50 2.91
C 2.13 -1.19 7.66
O -2.97 -1.80 -1.46
O -0.64 1.05 -8.81
P 1.75 2.10 0.47
C -1.52 -0.56 -7.33
N 1.74 1.97 2.05
C 1.51 0.67 5.60
H 1.44 1.26 -8.72
H -2.53 -0.39 -7.69
C -2.79 1.47 0.97
C -2.23 0.62 2.16
H -3.61 2.08 1.34
C 2.51 -0.44 5.39
C 0.87 0.81 6.77
C 0.15 -1.66 -5.88
B -1.62 2.45 0.57
P -0.16 1.93 -0.55
H 1.75 -1.67 9.41
H 2.53 1.05 -0.08
H 2.34 3.33 0.10
C 1.12 -0.10 7.87
H -1.21 -3.54 -1.51
H 0.77 1.85 2.35
O 0.34 -2.47 -4.99
```

Output
Net charge   0
Gap between HOMO and LUMO   7.3 eV
Total energy   -2250.91258 Eh

Atomic partial charges in e from the natural (NBO) method, atoms 1 to 8:
1 C 0.326
2 C 0.315
3 O -0.549
4 C 0.801
5 H 0.503
6 H 0.201
7 O -0.632
8 H 0.239

Below is a structure of composition C17H22Br2N2O2Rh, with properties calculated with wB97M-V/def2-TZVPD.

Geometry as XYZ:
```
46
C17H22Br2N2O2Rh | the Open Molecules 2025 dataset | wB97M-V/def2-TZVPD
H 2.36 -4.71 2.31
H 0.79 -4.82 1.51
C 0.75 -2.47 -2.22
H -0.18 -3.08 3.03
N -1.18 -1.38 0.90
H -1.09 2.10 -1.29
C -0.26 -4.36 -1.12
H 3.43 -2.30 0.82
H -0.40 5.14 0.87
H 0.27 4.21 2.22
H -3.03 -0.57 1.26
O 0.87 -2.25 0.56
C -1.05 -3.50 -0.25
C -0.63 3.02 -0.92
C 0.55 -3.85 -2.08
Br -0.61 -6.23 -1.03
H -1.83 2.80 2.33
C -3.18 -2.55 0.40
C 0.17 4.25 1.13
H 3.47 -2.37 2.60
C -2.44 -3.57 -0.18
H 1.17 4.34 0.70
Rh 0.29 0.26 0.47
H -2.94 -4.41 -0.65
C -0.53 3.00 0.61
C -0.47 -2.42 0.43
C -1.91 2.84 1.25
N 0.29 1.86 1.00
C 2.88 -2.07 1.73
H -1.24 3.87 -1.24
H 1.05 -4.51 -2.79
H 1.37 -2.85 3.86
H -2.55 3.68 0.97
H 2.23 -4.47 0.55
C -2.51 -1.43 0.87
C 1.74 -4.29 1.51
H 0.55 -1.46 3.12
C 0.66 -1.29 -1.91
C 0.77 -2.53 3.01
H -4.26 -2.58 0.43
C 1.55 -2.80 1.74
H 2.72 -0.99 1.78
H -2.38 1.92 0.90
O 0.55 -0.10 -1.56
H 0.36 3.10 -1.36
Br 2.75 -3.44 -4.79
```

Output
Net charge   -1
Gap between HOMO and LUMO   5.2 eV
Relative energy (zero: lowest compared OMol25 entry of this formula, charge and spin)   64.0 kcal per mole
Total energy   -6179.47319 Eh

Atomic partial charges in e from the natural (NBO) method, atoms 1 to 8:
1 H 0.209
2 H 0.217
3 C -0.252
4 H 0.213
5 N -0.532
6 H 0.232
7 C -0.197
8 H 0.238

Below is a cluster of 8 separate species, C17H22Cl21NO5P in total, with properties calculated with wB97M-V/def2-TZVPD.

Geometry as XYZ:
```
67
C17H22Cl21NO5P | the Open Molecules 2025 dataset | wB97M-V/def2-TZVPD
Cl -10.81 -2.16 4.02
C -5.16 -0.68 3.01
C 3.95 1.69 -1.30
O -1.66 1.06 -4.59
Cl 2.81 -1.54 -4.73
C -9.06 -2.04 4.08
H 2.05 -0.43 -1.04
N 0.26 1.73 -2.32
Cl -12.51 -3.96 7.08
Cl -5.34 -2.33 3.58
O -0.28 -1.05 -4.27
O 4.01 2.86 -2.04
C -0.16 0.83 0.19
H 6.62 2.61 -1.03
H -8.64 -2.99 3.77
H 3.21 0.47 -2.92
H -0.88 1.40 -5.05
H 3.06 4.15 -3.21
Cl -4.07 -0.61 1.62
C 0.85 2.39 -1.30
H -2.48 -1.67 -2.90
Cl 8.81 3.26 -0.54
P -1.24 -0.14 -3.65
Cl 2.38 1.19 -5.68
Cl 6.61 -1.95 -0.83
H -1.36 -0.70 -0.74
Cl -9.86 -4.50 8.13
H 4.80 -0.01 -2.27
Cl -1.24 -3.35 3.81
C 7.53 2.72 -1.61
C 1.71 3.57 -1.65
C -0.67 -1.76 4.27
Cl -8.50 -1.71 5.72
H 1.69 -0.83 -6.64
Cl -4.57 0.37 4.30
H 1.10 2.48 0.80
Cl 8.13 -0.12 0.82
H 8.63 -2.34 0.28
Cl 7.22 3.90 -2.89
Cl 3.93 -0.68 -7.27
H -6.14 -0.33 2.71
C 2.60 -0.52 -6.14
Cl -11.58 -2.57 9.45
Cl 7.04 -2.55 1.98
H -10.70 -2.49 7.29
H -1.25 -1.41 5.11
C 2.81 3.25 -2.66
C 3.11 -0.65 -1.13
C -11.11 -3.28 7.91
H 2.13 4.00 -0.75
Cl -0.93 -0.61 2.93
H 1.05 4.33 -2.08
C -0.75 0.18 -0.90
C 3.82 0.37 -2.02
H 3.53 -0.68 -0.13
O 4.00 1.78 -0.10
C 7.72 -1.81 0.54
Cl 7.92 1.16 -2.33
H 3.19 -1.65 -1.55
Cl 1.02 -1.79 4.73
O -2.62 -0.76 -3.21
C 0.63 1.95 -0.01
Cl -8.47 -0.80 2.97
H 2.48 2.53 -3.42
C -0.53 0.64 -2.16
H -0.32 0.46 1.19
H 0.44 2.07 -3.25
```

Output
Net charge   +1
Gap between HOMO and LUMO   7.7 eV
Total energy   -11097.15780 Eh

Atomic partial charges in e from the natural (NBO) method, atoms 1 to 8:
1 Cl 0.044
2 C -0.284
3 C 0.804
4 O -0.960
5 Cl 0.043
6 C -0.284
7 H 0.176
8 N -0.443